ORCA calculation (the ωB97M-V functional and the def2-TZVPD basis) on a single C5H6O molecule.

HOMO ... -9.9 eV
Structure (SMILES) ... C#C[C@@H](C)C=O

Atoms and positions in Å:
C: 2.0133 -1.3054 -0.5637
C: 1.0558 -0.7510 -0.0870
C: -0.1236 -0.0768 0.4670
C: -0.1194 1.4362 0.2300
C: -1.4030 -0.7221 -0.0659
O: -2.4443 -0.1247 -0.1819
H: 2.8690 -1.7944 -0.9751
H: -0.1459 -0.2729 1.5523
H: 0.7297 1.9012 0.7371
H: -0.0465 1.6511 -0.8404
H: -1.0497 1.8683 0.6059
H: -1.3235 -1.7982 -0.3195

These are the Mulliken partial charges, in e, on atoms 1 to 4:
1. C 0.199
2. C -0.847
3. C 0.453
4. C -1.253

=====

ORCA calculation (the ωB97M-V functional and the def2-TZVPD basis) on a single C5H6O molecule.

HOMO (spin up / spin down) ... -8.9 / -8.5 eV

Atoms and positions in Å:
C: 1.5665 0.6128 0.0201
C: -0.2662 0.0348 -1.3988
C: 2.6516 -0.0399 0.3648
C: -1.4350 -0.2813 -0.8552
C: -1.8185 -0.0450 0.5690
O: 0.7598 0.5762 -0.9709
H: 3.2075 -0.6449 -0.3379
H: 3.1720 0.1666 1.4070
H: -2.2421 -0.6429 -1.5361
H: -2.5486 -0.6979 0.9922
H: -2.2134 1.0281 0.6536
H: -0.8336 -0.0667 1.0922

These are the Mulliken partial charges, in e, on atoms 1 to 4:
1. C 0.081
2. C -0.085
3. C -0.503
4. C 0.016

=====

ORCA calculation (the ωB97M-V functional and the def2-TZVPD basis) on a single C5H6O molecule.

HOMO ... -10.1 eV
Structure (SMILES) ... C#CC[C@H]1CO1

Atoms and positions in Å:
C: -1.7678 -0.7183 1.1565
C: -0.8228 0.0144 1.3135
C: 0.4739 0.6153 0.9677
C: 0.8047 -0.2290 -0.2573
C: 0.1915 0.1314 -1.5252
O: 1.5995 0.2581 -1.3125
H: -2.5739 -1.3834 0.9484
H: 1.2224 0.5228 1.7618
H: 0.3855 1.6754 0.7042
H: 0.9333 -1.2850 -0.0149
H: -0.3423 1.0804 -1.5891
H: -0.1456 -0.6398 -2.2157

These are the Mulliken partial charges, in e, on atoms 1 to 4:
1. C -0.103
2. C -0.351
3. C -0.486
4. C -0.022

=====

ORCA calculation (the ωB97M-V functional and the def2-TZVPD basis) on a single C5H6O molecule.

HOMO ... -8.8 eV
Structure (SMILES) ... C=C=CCC=O

Atoms and positions in Å:
C: 2.5781 -0.2198 -0.4805
C: 1.4241 0.3440 -0.3056
C: 0.1318 0.4789 -0.3906
C: -0.7223 -0.0197 0.7224
C: -2.1431 -0.2390 0.2891
O: -2.5459 -0.0512 -0.8342
H: 1.9348 -0.5904 -1.3855
H: 3.5507 0.1830 -0.1428
H: -0.3277 0.9182 -1.2670
H: -0.3275 -0.9456 1.1680
H: -0.7246 0.7186 1.5360
H: -2.8286 -0.5770 1.0908

These are the Mulliken partial charges, in e, on atoms 1 to 4:
1. C -0.753
2. C 0.129
3. C -0.470
4. C -0.395

=====

ORCA calculation (the ωB97M-V functional and the def2-TZVPD basis) on a single C5H6O molecule.

HOMO ... -7.8 eV

Atoms and positions in Å:
C: -1.8672 0.0405 -0.5333
C: -0.8029 -0.2977 0.5010
C: 0.9907 -0.7324 0.3579
O: 0.2778 -1.0812 -0.6642
C: 2.1397 0.1234 0.1074
C: 3.1868 0.7341 0.1509
H: -2.7107 0.4913 0.0047
H: -2.2137 -0.8568 -1.0498
H: -1.5053 0.7600 -1.2721
H: -1.0844 -1.0815 1.1956
H: -0.5176 0.6230 1.0293
H: 4.1066 1.2773 0.1727

These are the Mulliken partial charges, in e, on atoms 1 to 4:
1. C -1.066
2. C -0.085
3. C -0.286
4. O -0.315

=====

ORCA calculation (the ωB97M-V functional and the def2-TZVPD basis) on a single C5H6O molecule.

HOMO ... -8.8 eV
Structure (SMILES) ... C#C[C@@H]1C[C@@H]1O

Atoms and positions in Å:
C: -2.0696 0.7627 1.0299
C: -0.9217 0.4070 0.9630
C: 0.3732 -0.1381 0.7547
C: 1.3233 0.3492 -0.3039
C: 0.5407 -0.8598 -0.6220
O: -0.3990 -0.8295 -1.6375
H: -3.0649 1.1229 1.1200
H: 0.8490 -0.6394 1.6020
H: 0.9624 1.2414 -0.8099
H: 2.3879 0.3374 -0.1157
H: 0.7161 -1.8392 -0.2327
H: -0.6975 0.0854 -1.7478

These are the Mulliken partial charges, in e, on atoms 1 to 4:
1. C 0.260
2. C -0.614
3. C -0.338
4. C -0.637

=====

ORCA calculation (the ωB97M-V functional and the def2-TZVPD basis) on a single C5H6O molecule.

HOMO ... -9.0 eV
Structure (SMILES) ... C#CCC(=C)O

Atoms and positions in Å:
C: -1.1472 -1.9879 1.2644
C: -1.0243 -0.8541 0.8783
C: -0.8513 0.5270 0.4177
C: 0.4112 0.7020 -0.3896
C: 1.2060 -0.2449 -0.8787
O: 0.6268 2.0107 -0.6987
H: -1.2619 -2.9872 1.6209
H: -1.6732 0.8126 -0.2635
H: -0.8424 1.2401 1.2523
H: 1.8546 -0.0010 -1.7214
H: 1.1674 -1.2413 -0.4737
H: 1.5344 2.0241 -1.0080

These are the Mulliken partial charges, in e, on atoms 1 to 4:
1. C 0.190
2. C -0.550
3. C -0.380
4. C 0.447

=====

ORCA calculation (the ωB97M-V functional and the def2-TZVPD basis) on a single C5H6O2 molecule.

HOMO ... -7.8 eV

Atoms and positions in Å:
O: 1.4117 -1.3389 -1.1596
C: 0.3501 -1.8288 -0.5346
C: -0.7529 -1.0633 -0.1863
C: -1.4168 0.0511 -0.0934
C: -1.0241 1.0902 0.9097
C: 0.3888 1.6044 0.7505
O: 1.2546 1.1449 0.0336
H: 1.4069 -0.3681 -0.9867
H: 0.3977 -2.9030 -0.3738
H: -1.0291 -1.8911 -1.0731
H: -1.0958 0.7238 1.9465
H: -1.6656 1.9846 0.8840
H: 0.6210 2.5082 1.3482

These are the Mulliken partial charges, in e, on atoms 1 to 4:
1. O -0.468
2. C -0.127
3. C -0.049
4. C -0.543

=====

ORCA calculation (the ωB97M-V functional and the def2-TZVPD basis) on a single C5H6O2 molecule.

HOMO ... -10.1 eV
Structure (SMILES) ... C#C[C@H](C=O)CO

Atoms and positions in Å:
C: 2.5388 -0.8364 -0.3431
C: 1.4048 -0.4402 -0.3721
C: 0.0466 0.0935 -0.4153
C: -0.0015 1.4906 0.2015
O: -1.0325 2.0730 0.4516
C: -0.9901 -0.8304 0.2701
O: -2.2898 -0.3538 0.0571
H: 3.5423 -1.1969 -0.3087
H: -0.2710 0.1966 -1.4605
H: 0.9666 1.9651 0.4363
H: -0.6985 -0.9100 1.3331
H: -0.9357 -1.8359 -0.1626
H: -2.2840 0.5825 0.3166

These are the Mulliken partial charges, in e, on atoms 1 to 4:
1. C 0.291
2. C -1.004
3. C 0.296
4. C 0.013

=====

ORCA calculation (the ωB97M-V functional and the def2-TZVPD basis) on C5H6O2 as an isolated structure.

HOMO ... -9.1 eV

Atoms and positions in Å:
C: 1.5120 -0.4944 -0.9830
C: 0.8072 -0.3074 0.3262
O: 0.1021 1.3540 -0.0079
C: -1.1254 1.5502 0.1430
O: -1.8848 2.4735 0.0356
C: -0.2469 -1.1355 0.7046
C: -1.4804 -0.9384 0.8497
H: 0.8108 -0.7583 -1.7810
H: 2.2167 -1.3141 -0.8298
H: 2.0719 0.4007 -1.2763
H: 1.4260 0.0896 1.1273
H: -1.6116 0.4244 0.5038
H: -2.4494 -1.3476 1.1041

These are the Mulliken partial charges, in e, on atoms 1 to 4:
1. C -1.029
2. C 0.591
3. O -0.409
4. C 0.501

=====

ORCA calculation (the ωB97M-V functional and the def2-TZVPD basis) on C5H6O2 as an isolated structure.

HOMO (spin up / spin down) ... -8.4 / -8.4 eV

Atoms and positions in Å:
O: 2.0477 1.2268 -0.9588
C: 1.7826 0.0101 -0.2755
C: 0.4614 -0.3740 0.3798
C: -0.6662 0.3834 0.7401
C: -1.8416 -0.5757 1.1030
C: -1.2675 -0.5451 -0.2325
O: -1.3198 1.3045 0.0119
H: 1.7374 1.9551 -0.4089
H: 2.4861 -0.0867 0.5769
H: 2.1257 -0.7684 -0.9684
H: -2.7776 -0.0404 1.2452
H: -1.6950 -1.5002 1.6539
H: -1.3068 -1.0657 -1.1777

These are the Mulliken partial charges, in e, on atoms 1 to 4:
1. O -0.510
2. C -0.479
3. C -0.463
4. C 0.612

=====

ORCA calculation (the ωB97M-V functional and the def2-TZVPD basis) on a single C5H6O2 molecule.

HOMO ... -9.1 eV
Structure (SMILES) ... CC1(C)C(=O)C1=O

Atoms and positions in Å:
C: -0.0048 0.7150 -1.0741
C: -0.8052 0.0356 -0.0910
C: -0.1587 -0.7206 1.0354
C: -2.3528 -0.6541 -0.0872
O: -2.8304 -1.6652 0.2811
C: -2.2042 0.8161 0.0312
O: -2.7291 1.8622 -0.2035
H: 0.4813 1.5331 -0.5768
H: -0.7669 1.1820 -1.8329
H: 0.6328 -0.0025 -1.7052
H: 0.4399 0.1072 1.6843
H: 0.5049 -1.5011 0.7496
H: -0.8858 -1.1980 1.6406

These are the Mulliken partial charges, in e, on atoms 1 to 4:
1. C -1.052
2. C 0.704
3. C -1.201
4. C 0.331

=====

| no. | largest force on an atom (eV/Å) | E (a.u.) |
| --- | --- | --- |
| 1 | 0.66 | -269.27922 |
| 2 | 4.32 | -269.10739 |
| 3 | 0.66 | -269.23215 |
| 4 | 3.48 | -269.21053 |
| 5 | 0.59 | -269.10833 |
| 6 | 1.76 | -269.23188 |
| 7 | 0.60 | -269.26382 |
| 8 | 0.49 | -344.41062 |
| 9 | 0.49 | -344.51352 |
| 10 | 0.80 | -344.45088 |
| 11 | 0.96 | -344.31649 |
| 12 | 4.17 | -344.46687 |